Record 1
Formula: C17H14N4OPdS2Te
Source: OMol25
Level of theory: wB97M-V/def2-TZVPD

Last column: Mulliken charge in e.
CARTESIAN COORDINATES (ANGSTROEM)
Pd: 0.92197 1.15215 -0.11701  -0.08
S: 2.97395 0.29533 -0.16797  -0.51
C: 3.01144 -1.01383 1.00037  0.64
C: 4.12057 -1.83041 1.17835  -0.80
C: 4.06587 -2.89011 2.07160  0.53
C: 5.22697 -3.72153 2.25131  -0.16
N: 6.16225 -4.37396 2.39256  -0.49
C: 2.88761 -3.14227 2.79093  0.50
C: 1.78263 -2.32232 2.61492  -0.84
C: 1.84699 -1.24739 1.73577  0.60
S: 0.50914 -0.12341 1.59569  -0.30
C: 2.79776 -4.24491 3.71096  -0.14
N: 2.72294 -5.12878 4.44139  -0.49
H: 5.02704 -1.65588 0.61409  0.50
H: 0.87350 -2.52183 3.16659  0.50
C: -2.03527 0.00761 -2.09731  -1.03
Te: -1.51310 1.77067 -1.02872  0.34
C: -2.98269 1.04401 0.32605  -0.91
C: -3.97142 0.32779 -0.55921  0.52
C: -5.30649 0.16244 -0.21730  -0.72
C: -6.16857 -0.50590 -1.07473  -0.51
C: -5.69935 -1.01192 -2.27823  -0.53
C: -4.36496 -0.85234 -2.62340  -0.73
C: -3.49659 -0.18820 -1.76741  0.69
H: -1.40691 -0.80356 -1.73127  0.37
H: -1.86179 0.14258 -3.16193  0.48
H: -3.41365 1.85750 0.90312  0.51
H: -2.46921 0.35753 1.00125  0.29
H: -5.67645 0.56407 0.71837  0.42
H: -7.21077 -0.62344 -0.80852  0.38
H: -6.37291 -1.52083 -2.95516  0.39
H: -3.99543 -1.24291 -3.56403  0.41
N: 3.63915 3.29541 -1.31610  -0.26
C: 2.45664 3.88059 -1.02874  0.60
N: 2.44150 5.23731 -0.98597  -0.42
O: 1.40136 3.25667 -0.84277  -0.47
H: 4.48502 3.83678 -1.31207  0.21
H: 3.73674 2.31120 -1.11479  0.10
H: 3.27884 5.78690 -1.02277  0.17
H: 1.57567 5.67915 -0.73792  0.23

Cartesian forces, eV/Å:
Pd 0.0 1.3 -0.6
S 0.6 -0.4 0.2
C -0.3 0.2 -0.2
C 0.0 0.0 0.0
C 0.2 -0.1 0.0
C -0.1 0.0 0.0
N 0.0 0.0 0.0
C -0.1 -0.1 0.1
C 0.0 0.0 0.0
C 0.0 0.2 0.0
S -0.5 -0.9 0.3
C 0.1 0.0 -0.1
N 0.0 0.0 0.0
H 0.0 0.0 0.0
H 0.0 0.0 0.0
C -0.1 -0.1 -0.1
Te 0.3 0.2 0.4
C 0.0 -0.1 0.1
C 0.1 0.0 0.0
C 0.0 0.0 0.0
C 0.0 0.0 0.0
C 0.0 0.0 0.0
C 0.0 0.0 0.0
C 0.0 0.0 0.0
H 0.0 0.0 0.0
H 0.0 0.0 0.0
H -0.1 0.0 0.0
H 0.0 0.0 0.0
H 0.0 0.0 0.0
H 0.0 0.0 0.0
H 0.0 0.0 0.0
H 0.0 0.0 0.0
N 0.0 0.0 0.0
C 0.0 0.2 0.1
N 0.0 -0.1 0.0
O 0.1 -0.3 -0.3
H 0.0 0.0 0.0
H 0.0 0.0 0.0
H 0.0 0.0 0.0
H 0.0 0.0 0.0

Summary:
Spin multiplicity = 1
Relative energy (zero: lowest compared OMol25 entry of this formula, charge and spin) = 19.6 kJ/mol
LUMO level = -0.913 eV
Highest occupied orbital energy = -7.758 eV
F_max = 1.39 eV/A

Record 2
Formula: C2HOS2
Source: OMol25
Level of theory: wB97M-V/def2-TZVPD

Last column: Mulliken charge in e.
CARTESIAN COORDINATES (ANGSTROEM)
C: 0.21774 -0.61798 0.03775  -0.39
C: 1.63883 -0.68780 -0.34170  0.44
O: 2.29642 -1.39040 -1.04090  -0.55
S: -0.31820 -1.98160 0.73282  -0.41
S: 2.04348 0.50825 0.84834  -0.45
H: -0.33986 0.15828 -0.24526  0.36

Cartesian forces, eV/Å:
C 2.7 -3.3 0.0
C -0.2 1.8 1.2
O 0.5 -0.9 -1.2
S -1.3 -1.0 0.9
S 0.4 0.4 0.1
H -2.1 3.1 -1.0

Summary:
Spin multiplicity = 1
Relative energy (zero: lowest compared OMol25 entry of this formula, charge and spin) = 11.0 kJ/mol
LUMO level = 3.753 eV
Total charge = -1
Highest occupied orbital energy = -3.545 eV
F_max = 4.29 eV/A

Record 3
Formula: C14H23BrF6N2O7PdS2Sb
Source: OMol25
Level of theory: wB97M-V/def2-TZVPD

Last column: Mulliken charge in e.
CARTESIAN COORDINATES (ANGSTROEM)
Pd: -0.37719 0.58345 0.58184  1.30
O: 1.01858 4.89737 4.44376  -0.46
C: 0.60677 4.00559 3.57872  0.82
C: -0.71965 3.54676 3.47591  -0.67
C: -1.02809 2.60189 2.53316  -0.74
N: -0.08501 2.13756 1.69034  0.05
C: 1.18647 2.54489 1.79772  0.26
Br: 2.38799 1.69149 0.59988  -0.12
C: 1.58149 3.48047 2.70581  -0.42
H: 0.32410 5.23145 5.03141  0.35
H: -1.49901 3.92419 4.12443  0.41
H: -2.02609 2.21016 2.39947  0.52
H: 2.60868 3.81265 2.76556  0.56
C: -3.67174 0.16100 0.93040  -0.93
O: -2.68011 0.96876 0.26829  -0.07
C: -2.92204 1.06145 -1.13880  -0.57
C: -2.07224 2.17696 -1.67182  -0.65
O: -0.68996 1.83867 -1.49171  0.04
C: 0.14007 2.91396 -1.95349  -0.93
H: -4.63616 0.66813 0.88650  0.31
H: -3.36052 0.03250 1.96388  0.29
H: -3.74848 -0.81678 0.44876  0.36
H: -3.97449 1.29265 -1.32324  0.48
H: -2.68937 0.10212 -1.61489  0.21
H: -2.28938 3.09994 -1.12388  0.40
H: -2.27448 2.34610 -2.73236  0.50
H: -0.10969 3.15549 -2.98731  0.34
H: 1.17618 2.59461 -1.88564  0.29
H: -0.00310 3.80563 -1.33763  0.32
F: -0.80206 -4.24484 -1.29548  -0.18
C: -0.72445 -3.86052 -0.02855  0.50
F: -1.89820 -3.51213 0.42027  -0.10
F: -0.13746 -4.77120 0.69589  -0.13
S: 0.36156 -2.30891 -0.07303  1.38
O: -0.31800 -1.35088 -0.96179  -0.95
O: 1.59466 -2.76533 -0.84518  -0.73
N: 0.68985 -1.68214 1.25727  -0.57
S: -0.19026 -1.81156 2.65913  0.86
O: -1.08348 -0.68596 2.63589  -0.55
O: -0.64202 -3.12969 2.87912  -0.51
C: 1.15776 -1.42466 3.87398  0.64
F: 0.60593 -1.44075 5.06470  -0.16
F: 1.63198 -0.21437 3.59565  -0.17
F: 2.10713 -2.32407 3.77419  -0.17
C: 2.45684 -0.34413 -3.09326  -0.95
Sb: 1.81114 -2.32490 -2.79648  1.13
C: 3.47249 -3.60722 -2.97898  -1.12
C: 0.32764 -3.06144 -4.11109  -1.00
H: 3.09284 -0.48154 -3.97058  0.52
H: 3.06526 0.01096 -2.26613  0.28
H: 1.62829 0.32322 -3.31508  0.27
H: 3.85798 -3.54367 -3.99646  0.44
H: 3.15406 -4.62989 -2.78170  0.41
H: 4.25088 -3.30818 -2.27989  0.40
H: 0.92422 -3.43295 -4.94608  0.46
H: -0.33913 -2.26180 -4.42104  0.38
H: -0.22897 -3.88057 -3.66038  0.36

Cartesian forces, eV/Å:
Pd -0.5 0.3 -1.3
O 0.1 0.1 0.1
C -0.1 -0.2 -0.2
C 0.0 0.0 0.0
C 0.2 0.3 -0.1
N -0.1 -0.2 0.3
C -0.1 0.1 0.1
Br -0.2 0.0 0.3
C 0.1 0.0 -0.1
H 0.0 0.0 0.0
H 0.0 0.0 0.0
H 0.0 0.0 0.0
H 0.0 0.0 0.0
C -0.1 -0.1 0.1
O 0.2 -0.2 0.2
C 0.0 0.1 -0.1
C -0.1 0.0 0.1
O 0.1 -0.1 0.1
C 0.1 0.1 0.1
H 0.0 0.0 0.0
H 0.0 0.0 0.0
H 0.0 0.0 0.0
H 0.0 0.0 0.1
H 0.0 0.0 0.0
H 0.0 0.0 0.0
H 0.0 -0.1 0.0
H 0.0 0.0 0.0
H 0.0 0.0 0.0
H 0.0 0.0 0.0
F 0.0 0.0 0.0
C 0.3 -0.2 0.0
F 0.0 0.0 0.0
F -0.1 0.1 -0.1
S -0.9 0.7 -0.2
O -0.2 0.2 0.3
O 0.0 -0.2 0.5
N 0.6 -0.6 0.1
S 0.5 -0.2 0.2
O -0.1 0.3 -0.1
O -0.2 -0.2 0.0
C 0.0 -0.1 0.2
F 0.0 0.0 -0.1
F 0.0 0.1 -0.1
F 0.0 0.0 -0.1
C -0.2 -0.1 0.1
Sb 1.0 -0.6 -1.1
C -0.1 0.1 0.1
C -0.2 0.2 0.3
H 0.0 0.2 -0.1
H 0.0 -0.1 0.1
H 0.0 0.0 0.0
H -0.1 0.1 -0.1
H 0.0 0.0 0.0
H 0.0 0.0 0.0
H 0.0 0.0 0.0
H 0.0 0.0 0.0
H 0.1 0.0 0.0

Summary:
Spin multiplicity = 1
Relative energy (zero: lowest compared OMol25 entry of this formula, charge and spin) = 199.0 kJ/mol
LUMO level (spin up / spin down) = -10.902 / -10.977 eV
Total charge = +3
Highest occupied orbital energy (spin up / spin down) = -18.271 / -18.268 eV
F_max = 1.60 eV/A